No. 1
A structure of composition C12H7N2O5Tm in a non-equilibrium geometry, computed with ωB97M-V/def2-TZVPD.

Geometry as XYZ:
```
27
Properties=species:S:1:pos:R:3:forces:R:3:lowdin_spin:R:1
O 1.041632 3.834922 -1.947889 -3.66 -2.91 2.87 0.0051
C 0.283033 3.192539 -1.347465 4.91 4.75 -3.91 0.0065
Tm -1.009779 1.522587 -0.437788 -1.24 -0.63 -0.19 2.0363
O 0.291644 2.527360 2.645680 -1.92 -0.69 -3.52 0.0048
C -0.240957 2.340515 1.645496 2.34 1.39 4.81 0.0039
C -2.695957 0.557230 0.724180 -6.54 -5.41 4.24 -0.0013
O -3.482814 -0.152735 1.219819 4.24 4.08 -2.73 0.0018
C -2.260857 1.417087 -2.363237 2.68 2.55 0.14 -0.0266
O -3.204318 0.694014 -2.307378 -0.29 -0.48 -0.63 -0.0265
C -2.527520 3.422901 -0.250996 -2.65 3.25 0.11 0.0019
O -3.270054 4.294488 -0.242070 2.11 -2.54 -0.09 0.0026
H -1.532474 1.862246 -3.179416 -2.15 -1.38 -0.86 -0.0048
N 2.135062 -1.055059 -1.279306 0.30 0.24 -0.55 -0.0001
C 1.387466 0.024887 -1.487894 -0.79 -0.72 1.54 -0.0005
N 0.475695 0.035655 -0.472303 0.54 1.22 -1.53 -0.0035
C 0.648982 -1.030373 0.381872 0.07 0.56 -0.46 0.0003
C -0.043760 -1.368365 1.543166 0.04 -0.40 0.20 0.0002
C 0.409433 -2.535126 2.168612 -0.40 0.22 0.28 0.0001
C 1.496301 -3.263113 1.637418 0.56 -0.34 -0.30 -0.0002
C 2.165401 -2.853895 0.465941 0.62 -1.93 1.20 0.0000
C 1.712735 -1.735907 -0.137004 -0.15 0.69 -0.47 -0.0001
H 2.896711 -1.320217 -1.868903 0.48 -0.30 -0.26 0.0000
H 1.463875 0.797595 -2.309554 0.13 -1.35 1.03 -0.0001
H -0.894479 -0.759524 1.923613 0.82 -0.69 -0.16 0.0003
H -0.090971 -2.890882 3.091233 0.46 0.25 -0.74 0.0000
H 1.833065 -4.181679 2.160834 -0.28 0.79 -0.47 0.0000
H 3.012903 -3.377149 0.023342 -0.22 -0.21 0.45 0.0000
```
Forces are in eV/Å.

Gap between HOMO and LUMO (alpha / beta)   5.06 / 5.26 eV
Molecular weight   428.131 g mol⁻¹
Spin multiplicity   3
Net charge   +2
Highest occupied orbital energy (alpha / beta)   -14.5149 / -14.6484 eV
E   -55284.8057 eV


No. 2
A cluster of 9 separate species, C40H61Br2N10PS in total in a non-equilibrium geometry, computed with ωB97M-V/def2-TZVPD.

Geometry as XYZ:
```
115
Properties=species:S:1:pos:R:3:forces:R:3:lowdin_charge:R:1
S 8.916133 -4.776515 2.057378 -0.09 0.11 0.01 0.0988
P 8.231726 -4.968754 0.252569 0.17 -0.13 0.59 0.3216
C 6.441687 -4.623381 0.067891 0.78 1.03 -0.70 -0.4354
C 5.565436 -5.602583 0.369327 0.01 -1.08 0.32 -0.0515
C 4.159034 -5.455515 0.245742 1.29 -0.12 0.17 -0.2117
N 3.374291 -6.512873 0.586142 -0.62 1.07 -0.32 0.1600
C 2.110482 -6.229753 0.417398 -0.75 -0.74 0.21 -0.0985
C 1.600826 -4.999842 -0.089759 -0.14 0.03 0.00 -0.0891
N 2.357032 -3.986673 -0.414760 -0.01 -0.62 0.30 0.1179
C 3.678403 -4.227254 -0.219991 0.07 0.49 -0.24 -0.2539
C 4.618181 -3.194875 -0.513270 -0.62 1.28 -0.42 -0.5861
Br 3.921355 -1.515681 -1.116728 0.18 -0.60 0.00 0.8217
C 5.956467 -3.346281 -0.379959 0.61 -0.48 0.20 -0.6836
Br 7.175889 -1.927103 -0.759897 -0.34 -0.48 0.18 0.7523
H 8.380901 -6.300643 -0.214971 -0.24 0.40 -0.22 -0.0059
H 8.885880 -4.157281 -0.705841 -0.34 -0.39 0.00 -0.0474
H 5.946637 -6.560082 0.729279 -0.24 0.08 -0.12 0.1024
H 1.388703 -7.003084 0.686735 0.15 0.11 -0.09 0.1136
H 0.525170 -4.888896 -0.216863 0.15 -0.01 0.03 0.1150
C 1.895518 -0.487060 1.693817 -0.18 -0.08 0.04 -0.1241
C 2.149771 0.993093 1.462767 -0.04 -0.28 -0.17 -0.2798
C 1.962194 1.845395 2.719901 -0.24 -0.10 -0.19 -0.1730
C 0.578045 1.735408 3.211285 0.01 0.16 0.28 -0.2170
N -0.505066 1.652738 3.594271 0.34 0.01 -0.17 0.1454
H 0.863509 -0.679526 1.997782 0.02 0.02 0.06 0.0701
H 2.072788 -1.036640 0.770550 -0.06 -0.04 0.14 -0.0064
H 2.559756 -0.885658 2.465533 -0.01 -0.02 -0.02 0.0808
H 1.479751 1.351069 0.676385 0.06 0.07 0.03 0.0839
H 3.166455 1.122861 1.101508 0.05 0.16 0.04 0.0648
H 2.172563 2.892494 2.499193 -0.01 0.02 0.07 0.1127
H 2.644023 1.522779 3.508329 -0.06 0.01 0.05 0.1224
C -2.068950 4.385486 0.713800 0.00 -0.01 0.01 -0.1000
C -3.009588 3.192484 0.582436 0.22 0.28 -0.05 -0.2685
C -2.286969 1.848374 0.701014 0.05 0.19 -0.24 -0.1652
C -1.278995 1.703518 -0.360866 0.06 -0.27 -0.01 -0.2067
N -0.499903 1.579612 -1.199921 -0.14 0.15 0.24 0.1695
H -1.325452 4.401784 -0.085905 0.02 -0.03 0.02 0.0655
H -2.630085 5.319412 0.653518 0.01 -0.01 0.01 0.0690
H -1.542896 4.366134 1.671406 0.01 0.00 -0.02 0.0731
H -3.526377 3.250456 -0.378058 -0.07 -0.07 0.05 0.1099
H -3.768710 3.250770 1.356261 0.01 -0.16 -0.02 0.0598
H -3.003537 1.030517 0.613876 0.08 -0.07 -0.03 0.0965
H -1.790156 1.761284 1.669179 0.00 -0.04 -0.06 0.0707
C 5.358938 -7.587400 6.146218 0.02 0.01 0.02 -0.1110
C 5.905297 -6.458811 5.278426 0.01 -0.12 0.28 -0.2593
C 5.248490 -6.398295 3.896247 0.23 -0.19 0.06 -0.1910
C 5.484927 -7.649902 3.158413 -0.09 -0.04 -0.23 -0.2562
N 5.674169 -8.627285 2.580245 -0.01 0.33 0.21 0.1549
H 5.556180 -8.564794 5.702998 -0.04 0.02 -0.04 0.0707
H 5.832424 -7.574614 7.128363 -0.04 0.01 0.00 0.0718
H 4.280637 -7.486474 6.288751 0.01 -0.03 0.01 0.0756
H 6.984005 -6.584290 5.166360 -0.02 0.08 -0.10 0.1122
H 5.744521 -5.506412 5.787303 0.01 0.05 -0.12 0.1090
H 5.662037 -5.568891 3.318926 0.01 -0.05 -0.07 0.0980
H 4.171872 -6.243151 3.989107 -0.01 -0.05 -0.05 0.1192
C -1.087652 2.862484 -4.697021 0.11 0.09 0.19 -0.1277
C 0.084119 3.587897 -5.342945 -0.19 -0.23 0.00 -0.2568
C 0.306985 4.990573 -4.762318 -0.23 -0.17 -0.30 -0.1943
C -0.884672 5.825055 -4.988568 0.01 0.30 0.12 -0.2347
N -1.816277 6.477256 -5.165275 0.31 -0.24 0.05 0.1440
H -2.031287 3.379909 -4.864136 0.03 0.02 -0.04 0.0562
H -1.192177 1.863061 -5.114015 0.01 0.03 -0.01 0.0496
H -0.931567 2.768135 -3.618487 0.01 -0.04 -0.01 0.0510
H -0.082747 3.658171 -6.420089 0.06 0.09 0.01 0.1163
H 0.984940 2.990601 -5.196835 0.06 0.11 -0.07 0.0824
H 1.166961 5.464199 -5.238805 -0.05 0.11 0.04 0.1155
H 0.501518 4.932249 -3.689410 -0.06 0.04 0.01 0.1067
C -2.392745 -0.587285 -3.270222 -0.13 0.04 0.00 -0.0976
C -3.911968 -0.687740 -3.402368 0.47 -0.07 0.10 -0.2677
C -4.381703 -0.612777 -4.859608 0.05 0.33 0.25 -0.1721
C -3.988115 0.671257 -5.465188 -0.05 0.02 -0.29 -0.2105
N -3.674443 1.672716 -5.938704 -0.25 -0.40 0.14 0.1609
H -2.020580 0.371522 -3.631754 0.01 -0.02 0.00 0.0416
H -2.089933 -0.676625 -2.226792 0.03 -0.02 -0.02 0.0584
H -1.900699 -1.382959 -3.834763 0.00 0.01 0.01 0.0814
H -4.376649 0.112901 -2.820326 -0.06 0.01 -0.09 0.0973
H -4.245077 -1.629324 -2.972809 -0.09 0.00 -0.12 0.0727
H -5.466795 -0.705494 -4.918381 0.01 -0.01 -0.06 0.1155
H -3.941210 -1.426832 -5.436923 0.00 0.04 -0.06 0.1211
C 3.440073 1.541854 -3.192521 -0.03 0.05 0.00 -0.1037
C 2.765417 2.885261 -2.934737 -0.01 -0.29 0.12 -0.2591
C 3.665548 3.884899 -2.192278 -0.18 -0.23 -0.01 -0.1727
C 4.069412 3.384682 -0.871451 0.08 0.06 0.09 -0.2061
N 4.385974 2.992685 0.162441 -0.06 0.13 -0.25 0.1639
H 3.687028 1.031910 -2.258700 0.06 0.13 -0.02 0.0085
H 2.778081 0.881219 -3.753553 0.00 0.03 -0.01 0.0777
H 4.358126 1.673116 -3.769844 0.02 -0.07 0.04 0.0825
H 1.847355 2.716693 -2.365095 0.00 0.09 0.00 0.0937
H 2.475038 3.323764 -3.888623 0.08 0.14 0.06 0.0771
H 3.137174 4.829040 -2.053008 0.08 0.04 0.04 0.1150
H 4.568278 4.082866 -2.772861 0.03 0.04 0.04 0.1217
C -6.251312 -1.522067 1.557668 0.06 -0.02 0.01 -0.1047
C -5.765477 -0.400390 0.646438 0.00 -0.06 0.32 -0.2646
C -6.550912 -0.313794 -0.665613 0.28 -0.26 0.03 -0.1760
C -6.417134 -1.566391 -1.430916 -0.26 -0.02 -0.15 -0.2369
N -6.312870 -2.545868 -2.026529 -0.05 0.29 0.26 0.1566
H -6.121491 -2.501059 1.093175 -0.05 0.02 -0.04 0.0710
H -5.684618 -1.526835 2.489208 -0.04 0.02 0.01 0.0739
H -7.307613 -1.396610 1.804337 0.01 -0.02 0.00 0.0782
H -4.704780 -0.551469 0.429961 -0.03 0.03 -0.09 0.0962
H -5.853620 0.552523 1.172686 -0.01 0.06 -0.15 0.0980
H -6.176380 0.509668 -1.274771 -0.07 -0.02 -0.06 0.1077
H -7.608420 -0.133460 -0.467866 -0.01 -0.03 -0.04 0.1224
C -6.037066 4.617391 4.897079 0.03 0.01 0.02 -0.1090
C -5.603594 5.783119 4.014974 0.03 -0.14 0.26 -0.2612
C -6.392289 5.864630 2.703312 0.28 -0.19 0.07 -0.1779
C -6.198187 4.639509 1.911001 -0.19 -0.02 -0.27 -0.2069
N -6.045256 3.682312 1.290195 -0.22 0.29 0.29 0.1603
H -5.860521 3.657703 4.408557 -0.04 0.02 -0.03 0.0695
H -5.471757 4.615789 5.829108 -0.03 0.01 0.00 0.0739
H -7.098463 4.686286 5.144768 0.01 -0.02 0.00 0.0772
H -4.537422 5.688509 3.797287 -0.03 0.07 -0.07 0.1093
H -5.736876 6.716500 4.564927 -0.01 0.05 -0.11 0.1086
H -6.057553 6.718661 2.113775 -0.05 -0.04 -0.08 0.1182
H -7.457549 5.988966 2.903336 -0.01 -0.04 -0.05 0.1208
```
Forces are in eV/Å.

Gap between HOMO and LUMO   7.94 eV
Molecular weight   904.847 g mol⁻¹
SMILES   S=[PH2]c1cc2nccnc2c(Br)c1Br.CCCC#N.CCCC#N.CCCC#N.CCCC#N.CCCC#N.CCCC#N.CCCC#N.CCCC#N
Highest occupied orbital energy   -8.9928 eV
E   -217578.2574 eV


No. 3
A structure of composition C21H23IN5O2S4SbW in a non-equilibrium geometry, computed with ωB97M-V/def2-TZVPD.

Geometry as XYZ:
```
58
Properties=species:S:1:pos:R:3:forces:R:3:lowdin_charge:R:1
W 0.417847 0.404810 0.388759 3.30 1.15 1.43 1.3487
C 0.391688 -3.242754 -2.951959 0.02 0.00 0.05 -0.0595
C -0.057505 -2.562748 -4.073244 0.00 0.08 0.00 -0.0880
C -0.019781 -1.177633 -4.085820 -0.08 -0.03 -0.12 -0.0287
C 0.445700 -0.517526 -2.950680 -0.21 0.38 -0.04 -0.2355
N 0.843252 -1.174884 -1.885241 0.24 -0.32 0.01 0.0372
C 0.845245 -2.495758 -1.871883 0.06 -0.11 0.04 -0.1323
C 0.556131 0.964388 -2.837817 -0.26 -0.08 -0.17 -0.1878
C 0.492932 1.752001 -3.986621 0.01 0.01 -0.08 -0.0315
C 0.788886 3.097375 -3.943357 -0.03 -0.02 -0.05 -0.0930
C 1.195252 3.623358 -2.722315 0.03 -0.01 0.06 -0.0913
C 1.195929 2.804634 -1.619331 0.14 0.00 -0.02 -0.2090
N 0.825080 1.508572 -1.625727 -0.05 -0.45 0.08 -0.0354
H 0.383109 -4.323297 -2.896953 -0.03 0.00 -0.01 0.0956
H -0.443065 -3.103151 -4.930030 0.02 0.00 -0.01 0.0925
H -0.375145 -0.628559 -4.946640 0.00 -0.05 -0.03 0.0900
H 1.207843 -2.959274 -0.957481 -0.02 0.04 0.02 0.0884
H 0.258359 1.282752 -4.931186 -0.01 0.02 0.00 0.0925
H 0.742309 3.710325 -4.834706 0.00 -0.02 -0.01 0.0921
H 1.493894 4.657432 -2.615740 0.00 0.00 0.02 0.0984
H 1.493494 3.192955 -0.660326 0.02 0.02 0.00 0.0902
S 2.300898 -3.893644 2.226346 -0.14 0.13 -0.12 -0.2819
Sb 2.742631 -1.647010 2.269214 0.64 -0.02 0.49 -0.0330
S 3.246227 -0.830404 -0.002519 -0.30 0.02 0.36 0.3513
S 1.161464 0.047674 2.835632 0.14 -0.26 -0.43 0.1114
S 4.624943 -1.177221 3.500320 -0.03 0.06 -0.02 -0.3892
C -3.486951 -2.559196 1.167122 0.01 -0.02 -0.02 -0.0745
C -2.009709 -2.679159 1.542130 0.01 -0.01 -0.10 -0.5522
C -1.451726 -4.029496 1.089008 0.02 -0.03 0.02 -0.0676
C -1.836947 -2.534826 3.059370 0.00 -0.04 0.02 -0.0483
C -1.178579 -1.590889 0.897966 0.01 0.08 -0.16 -0.4247
N 0.071944 -1.567780 0.780184 -0.65 -0.19 -0.42 -0.1214
H -4.036357 -3.408241 1.588372 -0.02 0.01 0.00 0.0697
H -3.617165 -2.562528 0.082339 0.00 -0.01 0.00 0.0774
H -3.918846 -1.632183 1.544969 0.01 0.00 0.00 0.0722
H -1.995240 -4.843954 1.581486 0.01 0.00 0.00 0.0739
H -0.390863 -4.104205 1.339281 -0.03 0.02 -0.01 0.0108
H -1.560677 -4.144228 0.005820 -0.02 0.00 0.01 0.0759
H -2.426537 -3.300278 3.577595 0.00 0.02 0.00 0.0744
H -2.161078 -1.546980 3.394809 0.00 0.00 0.00 0.0828
H -0.785348 -2.651813 3.325687 -0.01 0.00 -0.01 0.0679
C 2.606928 0.865849 0.333903 0.19 -0.39 -0.24 -0.7939
H 3.129877 1.167860 1.239377 -0.13 0.13 0.06 -0.0468
H 2.998138 1.469620 -0.487299 -0.02 0.08 -0.02 -0.0199
I -2.066411 3.097410 -0.591391 -0.07 0.01 0.16 1.0008
C -0.769463 3.356862 1.034977 0.01 0.23 -0.18 -0.7233
C -1.110511 4.366870 1.923980 -0.05 -0.06 -0.03 -0.1654
C -0.245064 4.667931 2.959116 -0.10 0.04 0.03 -0.0938
C 0.956985 3.985298 3.018007 0.17 -0.09 -0.07 -0.0643
C 1.214467 2.992883 2.092862 0.21 0.11 0.18 -0.1968
N 0.351141 2.621398 1.130686 -0.72 0.21 -0.12 -0.1316
H -2.035408 4.906389 1.782284 -0.02 -0.03 0.03 0.0709
H -0.501844 5.421509 3.693511 0.01 0.03 -0.04 0.0952
H 1.693323 4.188620 3.783125 0.01 -0.02 0.00 0.1038
H 2.130100 2.429322 2.131177 0.00 -0.02 0.09 0.0471
O -1.266692 0.661147 1.374963 -0.39 -0.34 -0.24 -0.4735
N -1.876926 -0.330641 0.455953 -0.71 -0.16 0.04 -0.1768
O -1.182183 -0.024982 -0.742063 -1.21 -0.10 -0.43 -0.4406
```
Forces are in eV/Å.

Gap between HOMO and LUMO (alpha / beta)   3.74 / 3.68 eV
Molecular weight   938.220 g mol⁻¹
Net charge   -2
Highest occupied orbital energy (alpha / beta)   -0.0389 / 0.0191 eV
ΔE to the lowest compared entry with this formula, charge and spin   360.7 kJ/mol
E   -93498.9576 eV


No. 4
The molecule C4H5N3O2 in a non-equilibrium geometry, computed with ωB97M-V/def2-TZVPD.

Geometry as XYZ:
```
14
Properties=species:S:1:pos:R:3:forces:R:3:lowdin_charge:R:1
C -1.493944 0.630011 2.924262 -1.74 0.15 -1.78 -0.0480
N -2.108834 -0.090016 1.881935 5.95 4.38 3.52 0.0335
O -0.843241 -0.135609 0.938664 -4.12 -2.77 1.47 -0.2070
C -0.885769 -1.356557 0.213634 1.86 4.10 0.82 -0.2198
N 0.172476 -1.484851 -0.420981 3.63 -1.08 -1.29 0.0214
N 1.369013 -0.664605 -0.026796 -3.02 1.02 -1.08 0.0741
C 1.514701 0.433044 -0.705041 -1.91 -3.46 -1.94 -0.1047
C 0.943224 0.717814 -2.163841 -0.08 1.06 -2.85 -0.1919
O 1.502629 1.616966 -2.816276 -1.45 -2.36 2.16 -0.0232
H -2.258242 1.367469 3.636536 2.24 -2.86 -1.85 0.1226
H -0.188303 0.805516 3.067398 -4.39 -0.62 -0.84 0.1597
H -1.749097 -1.963076 0.050870 -0.58 -0.07 0.32 0.1194
H 2.346755 1.025405 -0.501409 1.31 1.04 0.42 0.0806
H 0.075923 0.044238 -2.885705 2.29 1.44 2.91 0.1832
```
Forces are in eV/Å.

Gap between HOMO and LUMO   9.31 eV
Molecular weight   127.103 g mol⁻¹
SMILES   C=NO/C=N\N=C/C=O
Highest occupied orbital energy   -9.6165 eV
ΔE to the lowest compared entry with this formula, charge and spin   953.2 kJ/mol
E   -12785.9949 eV


- Which value of molecular weight does entry 1 give?
  428.131 g mol⁻¹


- Number 4 is which compound?
  C4H5N3O2